Record 1
101
Properties=species:S:1:pos:R:3:forces:R:3 method="wB97M-V/def2-TZVPD" multiplicity=1 lumo_energy_ha=-0.1819 mol_weight_da=801.09 homo_lumo_gap_ev=5.9 de_lowest_kcal_mol=0.0 charge=+1
Pd 0.025110 -0.079656 0.335528 1.627 0.062 0.041
C 3.598674 1.297512 4.069863 0.010 -0.012 0.021
C 2.855244 0.263400 3.294632 0.010 0.047 0.037
C 2.767303 -1.090333 3.533287 -0.028 0.076 0.010
C 1.959540 -1.611368 2.517800 -0.012 -0.152 -0.058
N 1.584641 -0.617059 1.713443 -0.476 0.119 -0.265
N 2.133963 0.541439 2.193061 0.074 -0.012 -0.110
B 2.030945 1.920931 1.490847 -0.208 0.145 0.033
N 0.682797 2.607604 1.777041 0.042 -0.148 0.130
N -0.491979 1.969441 1.529431 -0.315 0.389 -0.010
C -1.465760 2.765583 1.971180 0.069 0.133 0.064
C -0.902381 3.931372 2.522060 0.017 0.015 -0.020
C 0.460525 3.790784 2.388005 -0.006 0.040 -0.050
C 1.542818 4.729020 2.809529 -0.008 -0.010 0.021
C -2.944845 2.431010 1.975626 0.061 -0.022 -0.011
C -3.759585 3.727610 2.041829 -0.020 -0.016 0.024
C -3.378909 1.671939 0.721459 0.023 -0.025 -0.026
C -3.242245 1.588800 3.224688 0.002 -0.051 -0.014
N 2.238940 1.744367 -0.039464 0.238 -0.337 0.108
N 1.642250 0.728988 -0.716535 -0.287 0.317 -0.104
C 2.133901 0.723666 -1.957592 0.079 -0.091 0.022
C 3.080053 1.747971 -2.072775 -0.022 0.045 0.018
C 3.126867 2.363330 -0.837120 -0.043 0.064 -0.036
C 3.975811 3.504651 -0.390656 0.022 -0.009 -0.001
C 1.772136 -0.256007 -3.051624 -0.049 0.016 0.052
C 1.081000 0.499532 -4.194627 0.006 0.000 -0.008
C 0.854312 -1.362540 -2.543192 -0.064 0.012 -0.027
C 3.064198 -0.894922 -3.578188 -0.005 -0.012 -0.014
C 1.646542 -3.082065 2.339297 -0.014 0.006 -0.043
C 1.029533 -3.391943 0.975946 -0.039 0.029 -0.009
C 0.693708 -3.533705 3.453290 -0.008 -0.002 0.012
C 2.967554 -3.859402 2.453571 0.003 0.023 -0.003
H 4.104712 0.823625 4.908252 -0.007 0.000 0.004
H 4.345625 1.799495 3.455718 0.004 -0.001 0.001
H 2.922768 2.056901 4.464324 -0.005 0.004 -0.008
H 3.235379 -1.628649 4.338480 0.021 -0.008 -0.007
H 2.893759 2.637519 1.892336 0.053 -0.065 0.029
H -1.414782 4.764353 2.970495 0.004 0.017 -0.003
H 1.094536 5.637064 3.207698 0.006 0.002 0.002
H 2.173979 4.294357 3.585277 0.003 -0.005 0.001
H 2.190614 5.004579 1.977388 -0.004 0.008 -0.002
H -3.478729 4.415618 1.241704 -0.012 -0.003 -0.012
H -4.821240 3.496799 1.938031 -0.004 0.000 0.016
H -3.628372 4.238925 2.995592 0.014 0.004 0.001
H -3.320566 2.317842 -0.159721 0.003 0.015 -0.002
H -2.767637 0.787350 0.553621 -0.007 -0.014 0.041
H -4.414946 1.345806 0.834718 -0.011 0.024 -0.005
H -2.953780 2.131033 4.126482 0.002 0.009 -0.001
H -4.310915 1.370083 3.283994 -0.005 0.007 0.005
H -2.700810 0.643788 3.201764 -0.012 0.008 -0.007
H 3.672656 1.998207 -2.936075 0.010 0.001 -0.001
H 4.542697 3.886807 -1.236994 0.000 0.004 0.002
H 3.372455 4.315862 0.016155 0.000 0.000 -0.005
H 4.678844 3.196624 0.383199 -0.003 -0.007 0.003
H 0.129503 0.925734 -3.870755 0.010 0.010 -0.012
H 1.706438 1.315176 -4.558464 0.002 -0.003 -0.005
H 0.887033 -0.177009 -5.029743 -0.004 -0.005 0.001
H -0.045022 -0.937348 -2.090977 0.053 -0.038 -0.011
H 0.541527 -1.996749 -3.376918 0.031 -0.019 -0.015
H 1.357353 -1.985142 -1.803915 -0.008 -0.011 0.050
H 3.708111 -0.155871 -4.054705 0.006 0.008 0.012
H 3.625398 -1.361991 -2.767962 -0.005 -0.013 0.003
H 2.826408 -1.659873 -4.319968 -0.002 0.008 -0.012
H -0.011776 -3.073699 0.945244 -0.015 0.034 -0.064
H 1.583959 -2.901501 0.174211 0.020 -0.015 -0.025
H 1.060436 -4.469461 0.804187 -0.016 -0.015 0.015
H -0.254804 -2.999883 3.398848 -0.002 0.000 -0.010
H 0.496512 -4.604143 3.361573 0.003 -0.003 -0.003
H 1.134182 -3.354536 4.435070 0.005 -0.010 0.002
H 3.689020 -3.523279 1.706459 -0.006 -0.006 -0.010
H 3.419411 -3.739978 3.437620 0.007 0.008 0.003
H 2.781788 -4.923573 2.299603 -0.007 -0.003 0.013
N -2.004528 -1.605982 2.064402 -0.081 0.004 -0.076
C -1.259797 -0.971793 1.448597 -0.502 -0.261 -0.118
Br -2.906927 -0.732132 -2.354937 -0.014 -0.528 0.094
C -2.030867 1.018667 -2.305207 0.244 0.380 0.007
C -2.578182 1.863792 -3.252409 -0.061 -0.117 -0.008
C -2.069172 3.151770 -3.288204 -0.043 0.052 -0.030
C -1.075509 3.511439 -2.395335 0.012 -0.034 0.033
C -0.616067 2.569801 -1.493575 0.214 0.045 0.187
N -1.088033 1.318489 -1.453974 -0.628 -0.898 -0.066
H -3.362753 1.541198 -3.920623 0.014 -0.001 -0.021
H -2.455203 3.860896 -4.008075 -0.006 -0.004 0.000
H -0.659960 4.508465 -2.389512 0.014 -0.003 0.017
H 0.146997 2.800562 -0.761808 -0.022 0.035 -0.038
C -1.759242 -5.604025 -1.935317 0.024 0.068 0.173
Si -2.815764 -4.174583 -2.474417 0.003 0.136 -0.167
C -2.428324 -3.684208 -4.237354 0.042 -0.096 0.102
C -4.628642 -4.437940 -2.202770 -0.059 0.083 0.059
C -2.286602 -2.745024 -1.276209 -0.185 1.406 -0.537
H -1.986345 -6.443843 -2.596418 0.023 -0.032 0.019
H -1.958101 -5.914940 -0.909417 -0.021 -0.027 -0.004
H -0.695943 -5.377091 -2.023820 0.006 -0.007 -0.038
H -3.192419 -4.129861 -4.877716 0.055 -0.017 -0.061
H -1.457262 -4.080798 -4.536853 -0.003 -0.008 -0.022
H -2.422939 -2.613868 -4.427355 -0.046 0.041 0.004
H -4.982816 -5.256068 -2.832669 -0.007 -0.007 -0.004
H -5.207412 -3.548859 -2.464223 -0.008 -0.011 -0.025
H -4.857375 -4.690190 -1.166177 0.021 -0.016 0.005
H -1.246372 -2.481181 -1.102791 0.107 -0.148 0.122
H -2.928824 -2.333521 -0.507340 0.112 -0.605 0.627

=====

Record 2
98
Properties=species:S:1:pos:R:3:forces:R:3 method="wB97M-V/def2-TZVPD" multiplicity=1 lumo_energy_ha=-0.1046 mol_weight_da=638.87 homo_lumo_gap_ev=5.8 charge=+1
C -1.559202 -1.586495 -2.252288 -0.511 -0.331 -0.998
C 0.666165 -2.234829 -1.776565 1.427 1.214 0.976
C -1.642590 -2.470119 -3.313689 -0.943 1.216 0.723
C 0.553556 -3.258855 -2.752031 -0.692 -0.828 -0.998
C -0.594084 -3.377559 -3.507724 1.342 -0.353 0.405
H -2.525524 -2.439872 -3.948080 0.237 -0.096 0.067
H 1.428075 -3.887277 -2.918888 -0.310 0.101 -0.056
H -0.678688 -4.130422 -4.287754 0.126 0.076 0.162
N -0.505996 -1.597859 -1.402226 0.424 0.399 0.271
P -2.667666 -0.170527 -0.185451 -1.234 0.166 -1.609
P 2.556097 -0.555615 -0.268508 0.154 0.340 1.407
C -2.611290 -0.504067 -2.001379 -0.144 -0.142 -0.290
H -2.336799 0.434590 -2.518011 0.110 -0.447 0.192
H -3.588667 -0.806199 -2.401266 0.344 0.110 0.032
C 1.935798 -1.824589 -1.305235 -0.483 -2.016 -0.465
H 2.721627 -2.524257 -1.619867 -0.283 0.075 -0.169
C 3.979032 0.206130 -1.389227 -0.365 -0.509 0.733
C 3.298896 -1.347899 1.342757 0.213 0.067 -1.046
C -3.430134 1.540121 -0.001363 -0.389 -0.441 -0.005
C -3.770821 -1.613968 0.366175 -0.019 0.171 0.128
C 3.956249 1.716392 -1.108478 0.213 -0.108 -0.068
H 4.145011 1.941582 -0.051993 -0.044 -0.061 -0.174
H 4.736395 2.203521 -1.707410 -0.100 0.054 0.071
H 2.992500 2.157765 -1.383497 0.207 0.010 0.099
C 5.372914 -0.364365 -1.108404 0.224 0.165 -0.300
H 5.723482 -0.194343 -0.085330 -0.095 -0.097 -0.301
H 5.429305 -1.435866 -1.335672 -0.045 0.252 0.053
H 6.085570 0.142253 -1.778152 -0.072 -0.093 0.116
C 3.654098 -0.057487 -2.864105 0.147 0.104 0.018
H 4.392280 0.464860 -3.493459 -0.136 -0.079 0.145
H 3.694492 -1.126977 -3.103431 -0.077 0.310 0.026
H 2.662941 0.323805 -3.128957 0.303 -0.259 -0.052
C 4.059255 -0.242402 2.097307 0.052 -0.154 0.021
H 3.375795 0.568404 2.392258 0.070 -0.156 -0.118
H 4.500857 -0.666814 3.012261 -0.057 0.102 -0.147
H 4.869913 0.206669 1.511804 -0.234 -0.130 0.238
C 2.153026 -1.833490 2.234798 -0.138 0.127 -0.014
H 1.521200 -1.004236 2.572231 0.187 -0.196 -0.123
H 1.510681 -2.566836 1.734682 0.108 0.092 0.013
H 2.575160 -2.311455 3.132756 -0.032 0.040 -0.204
C 4.174383 -2.557320 1.015041 0.329 -0.099 0.441
H 5.093109 -2.295523 0.483210 -0.237 -0.074 0.145
H 4.469487 -3.037881 1.961237 0.015 -0.049 -0.218
H 3.621222 -3.295806 0.421678 0.076 0.156 0.124
C -4.315620 -1.319106 1.769949 -0.170 -0.165 0.133
H -4.877016 -2.202670 2.111586 0.146 0.237 -0.036
H -3.499564 -1.148475 2.483604 -0.204 -0.006 -0.135
H -5.006065 -0.465975 1.782711 0.157 -0.228 -0.004
C -2.906576 -2.888812 0.421293 0.150 -0.063 0.099
H -2.522391 -3.163586 -0.568504 -0.105 0.033 0.253
H -2.067479 -2.773932 1.117775 -0.240 -0.121 -0.249
H -3.542315 -3.715956 0.776721 0.134 0.234 -0.100
C -4.939667 -1.888898 -0.597067 -0.162 0.050 0.070
H -5.602970 -2.622145 -0.110741 0.170 0.194 -0.156
H -5.535036 -0.994060 -0.818297 0.127 -0.286 0.020
H -4.599680 -2.338716 -1.539426 -0.088 0.120 0.276
C -2.608587 2.552941 -0.826433 -0.087 -0.082 0.018
H -2.725446 2.392716 -1.907768 0.067 0.072 0.300
H -2.985726 3.564066 -0.597165 0.142 -0.319 -0.083
H -1.540056 2.518963 -0.575068 -0.234 0.035 -0.035
C -3.369988 1.953650 1.479802 -0.041 0.150 0.011
H -2.338692 1.930464 1.858755 -0.388 0.106 -0.108
H -3.742436 2.987109 1.557621 0.090 -0.259 0.075
H -3.997720 1.318796 2.117184 0.146 0.175 -0.166
C -4.885303 1.555797 -0.488605 -0.086 0.442 0.039
H -4.967881 1.262755 -1.544505 -0.003 0.017 0.272
H -5.544611 0.925125 0.121814 0.218 0.144 -0.188
H -5.251552 2.590898 -0.401051 -0.039 -0.243 -0.079
Be -0.438289 -0.417514 -0.246075 -0.922 -0.668 1.383
C -0.775988 -0.362529 1.536271 2.608 -3.723 0.813
O -1.046260 -1.270408 2.330996 -0.575 2.092 -1.027
N 0.290406 0.831934 -0.957824 2.588 2.043 -4.418
C 0.832922 1.212925 -1.950118 -4.003 0.193 3.492
C 0.854627 2.151942 -3.031250 0.245 0.243 -1.359
C 0.700693 3.512391 -2.715040 0.093 -0.002 0.150
C 0.916436 1.740948 -4.380874 0.170 0.155 0.357
C 0.650236 4.466659 -3.729429 -0.012 -0.432 -0.113
H 0.610563 3.797096 -1.664569 0.098 0.011 -0.339
C 0.907173 2.708176 -5.388148 -0.193 -0.063 0.238
H 0.958760 0.670950 -4.608825 0.137 0.457 -0.015
C 0.754468 4.063829 -5.067640 0.083 -0.172 0.276
H 0.527991 5.516777 -3.468694 0.019 -0.262 -0.111
H 1.009681 2.392295 -6.427778 -0.138 0.136 0.321
H 0.706488 4.811360 -5.858990 0.085 -0.220 0.185
C -1.496997 0.678065 5.940354 -0.051 -0.382 0.408
N -1.141678 0.496439 4.542641 0.383 0.121 -0.880
C -0.018632 0.907573 3.961921 -0.096 0.442 -0.244
S 0.064048 1.133349 2.189212 0.206 1.090 1.693
N 1.083281 1.189724 4.677557 -0.132 -0.168 -0.717
C 1.473992 0.459968 5.889725 0.007 0.113 0.416
H -1.064006 1.602056 6.335359 -0.074 -0.192 -0.165
H -1.167128 -0.180585 6.537770 -0.107 0.287 0.014
H -2.585770 0.744298 6.008161 0.211 0.018 -0.051
H -1.835435 0.090349 3.914939 0.344 0.163 0.216
H 1.836742 1.606750 4.128785 -0.361 -0.324 0.305
H 1.159060 -0.591476 5.851963 0.025 0.328 -0.150
H 2.563864 0.483983 5.969094 -0.237 0.044 -0.056
H 1.043995 0.936823 6.776604 0.228 -0.193 -0.101